A cluster of 8 separate species, C19H35N4O17S3 in total, computed with ωB97M-V/def2-TZVPD.

Geometry as XYZ:
```
78
C19H35N4O17S3 | the Open Molecules 2025 dataset | ωB97M-V/def2-TZVPD
C 0.6769 0.4846 -0.0274
C -0.5957 0.3199 -0.8455
O -0.6949 -0.7567 -1.4763
O -1.4334 1.2595 -0.8398
H 0.5870 -0.0834 0.9046
H 0.8450 1.5198 0.2664
H 1.5536 0.1141 -0.5559
O -4.0969 -4.2057 -0.7704
C -3.6590 -3.0747 -0.6754
N -3.1658 -2.3758 -1.7370
C -3.5641 -2.3515 0.6436
H -2.5598 -1.5914 -1.5298
H -3.3326 -2.7860 -2.6378
H -4.3382 -1.5748 0.6332
H -2.6159 -1.8265 0.7789
H -3.7350 -3.0054 1.4918
O 1.6408 -4.2848 1.4017
C 1.0429 -3.7844 0.4685
N 0.0592 -2.8498 0.5985
C 1.3452 -4.1189 -0.9751
H -0.1190 -2.2390 -0.1939
H -0.3910 -2.5980 1.4599
H 0.5695 -4.6431 -1.5222
H 2.3141 -4.6098 -0.9899
H 1.4916 -3.1475 -1.4609
O 1.5982 4.0841 -3.5067
C 0.8336 3.6584 -2.6517
N -0.2795 2.9717 -2.9893
C 1.0857 3.9255 -1.1898
H -0.4185 2.8345 -3.9765
H -0.8944 2.5389 -2.3095
H 1.0442 5.0131 -1.0891
H 2.0701 3.5980 -0.8754
H 0.2739 3.5247 -0.5816
N -2.3919 3.1102 4.7121
C -1.3614 2.8107 5.5000
C -0.3009 2.0208 5.0836
C -0.2849 1.5898 3.7737
C -1.2988 1.9900 2.9222
C -2.3891 2.6436 3.4722
H -1.3426 3.2051 6.5102
H 0.5048 1.8148 5.7772
H 0.5435 1.0251 3.3675
H -1.3069 1.6551 1.8896
H -3.2981 2.7956 2.8997
C -4.2337 2.1815 -1.6780
C -4.3608 1.3107 -0.4319
O -5.6795 0.7187 -0.5205
S -6.6764 1.7126 -1.2288
O -7.2469 2.5954 -0.2691
O -7.5326 0.9882 -2.0808
O -5.5884 2.4956 -2.0643
H -3.7382 1.6978 -2.5154
H -3.7356 3.1240 -1.4664
H -4.3267 1.9237 0.4672
H -3.6688 0.4814 -0.4273
C 3.7081 -1.5448 3.3397
C 2.9345 -0.3059 2.8323
O 3.4995 0.0684 1.5814
S 4.5972 -0.9485 1.0380
O 5.7832 -0.2283 0.8075
O 4.0461 -1.7465 0.0123
O 4.7216 -1.8228 2.3563
H 3.0679 -2.4258 3.3228
H 4.1461 -1.3982 4.3202
H 3.0805 0.5323 3.5127
H 1.8754 -0.4943 2.6830
C 2.9840 -1.0874 -2.9081
C 4.1299 -0.1011 -2.7273
O 5.2600 -0.7408 -3.3335
S 5.0701 -2.3331 -3.2700
O 6.0094 -2.9343 -2.4073
O 4.9436 -2.7708 -4.6104
O 3.6575 -2.3179 -2.5619
H 2.6138 -1.1709 -3.9296
H 2.1881 -0.9073 -2.1916
H 4.2899 -0.0370 -1.6480
H 3.9699 0.8848 -3.1517
```

**Total charge**: -1
**Largest force on an atom**: 1.4 eV Å⁻¹
**E_HOMO**: -7.379 eV
**E_tot**: -93546.9351 eV
**LUMO level**: 1.73 eV
**HOMO-LUMO gap**: 9.109 eV

A structure of composition C27H48OP2Sn, computed with ωB97M-V/def2-TZVPD.

Geometry as XYZ:
```
79
C27H48OP2Sn | the Open Molecules 2025 dataset | ωB97M-V/def2-TZVPD
P 0.3232 -1.9824 -5.1580
P 0.4118 1.1026 -5.0229
C -0.0015 -1.0786 -6.7587
C 0.5929 0.3327 -6.7235
H -1.0944 -1.0516 -6.9024
H 0.4444 -1.6715 -7.5710
H 1.6691 0.3225 -6.9632
H 0.0824 0.9888 -7.4449
C -1.2528 1.8412 -5.3163
H -1.4631 2.5612 -4.5167
H -2.0196 1.0569 -5.3051
H -1.2609 2.3535 -6.2878
C 1.4422 2.5871 -5.3524
H 1.0963 3.0969 -6.2650
H 2.4882 2.2710 -5.4736
H 1.3611 3.2633 -4.4909
C -0.7590 -3.4306 -5.4562
H -0.6183 -4.1387 -4.6279
H -0.4980 -3.9077 -6.4136
H -1.8047 -3.0895 -5.4750
C 1.9541 -2.6923 -5.6092
H 2.7213 -1.9087 -5.5898
H 1.8949 -3.1306 -6.6140
H 2.2139 -3.4684 -4.8795
Sn 1.8881 -0.4593 3.1767
C 0.7582 1.0198 -0.8690
C -0.5722 0.9221 -0.9524
C -1.3531 0.0341 -1.8830
C -1.7053 -1.3691 -1.3583
C -0.5812 -2.1943 -0.8135
C 0.7012 -2.1503 -1.1926
C 1.3333 -1.1783 -2.1421
C 1.7850 0.2028 -1.5844
C 0.7113 -2.2590 2.6069
H 1.1825 1.7889 -0.2054
H -1.1972 1.5905 -0.3425
H -0.8613 -0.0473 -2.8593
H -2.3037 0.5493 -2.0976
H -2.4468 -1.2370 -0.5577
H -2.2080 -1.9319 -2.1663
H -0.8822 -2.9459 -0.0709
H 1.4099 -2.8659 -0.7554
H 0.6779 -0.9998 -3.0134
H 2.2422 -1.6621 -2.5380
H 2.6362 0.0314 -0.9074
H 2.2020 0.7855 -2.4296
H 0.9135 -3.1197 3.2533
H 0.9959 -2.4686 1.5688
H -0.3584 -2.0152 2.6381
C 0.9309 4.1418 3.9692
C -0.3630 3.3659 3.7131
C -0.3817 2.8081 2.2898
C -0.6291 2.3834 4.8447
C -0.9435 2.9013 6.0931
C -1.1399 2.0843 7.1995
C -1.0316 0.7012 7.0649
C -0.7231 0.1237 5.8446
C -0.5702 -1.3933 5.7402
C 0.5858 -1.8770 6.6132
C -1.8585 -2.1177 6.1289
C -0.4341 0.9810 4.7450
O 0.1245 0.4759 3.6526
H 1.7907 3.4589 3.9298
H 0.9177 4.6299 4.9499
H 1.0690 4.9112 3.2018
H -1.1890 4.0918 3.7793
H 0.5240 2.2204 2.0888
H -1.2645 2.1841 2.1114
H -0.4230 3.6511 1.5868
H -1.0356 3.9887 6.1859
H -1.3789 2.5248 8.1644
H -1.1917 0.0555 7.9331
H -0.3498 -1.6290 4.6962
H 0.3651 -1.6877 7.6713
H 0.7463 -2.9551 6.4872
H 1.5146 -1.3595 6.3536
H -2.6873 -1.7935 5.4953
H -1.7464 -3.2014 6.0053
H -2.1189 -1.9167 7.1737
```

**Largest force on an atom**: 1.3 eV Å⁻¹
**E_HOMO**: -7.486 eV
**E_tot**: -55232.3036 eV
**LUMO level**: -0.79 eV
**HOMO-LUMO gap**: 6.700 eV

A structure of composition C42H32NO12PRe, computed with ωB97M-V/def2-TZVPD.

Geometry as XYZ:
```
89
C42H32NO12PRe | the Open Molecules 2025 dataset | ωB97M-V/def2-TZVPD
Re 0.9367 -0.6414 -0.7137
O -0.3379 -5.7512 2.6084
C -0.0689 -4.6598 1.8858
C 1.1345 -4.4754 1.1985
C 1.3230 -3.3137 0.4822
N 0.3965 -2.3495 0.4056
C -0.7778 -2.5356 1.0190
C -1.0456 -3.6635 1.7687
C -1.8488 -1.4353 0.8075
O -2.8081 -1.4124 1.5510
O -1.6010 -0.6544 -0.1604
C 2.5614 -3.0854 -0.4013
O 3.4297 -3.9227 -0.4632
O 2.4730 -2.0109 -1.0825
H 0.4182 -6.3549 2.6297
H 1.9374 -5.1992 1.2148
H -2.0028 -3.7651 2.2546
O -0.4381 -1.2358 -2.5206
C -0.3421 -0.4789 -3.7240
C 0.9909 0.4026 -3.5926
O 1.4583 0.9091 -4.5806
O 1.3974 0.5297 -2.3964
C -1.5328 0.4539 -3.8790
C -2.7829 0.0503 -3.4132
C -3.8746 0.8984 -3.4940
C -3.7365 2.1592 -4.0513
C -2.5116 2.5443 -4.5691
C -1.4179 1.6983 -4.4897
C -0.2093 -1.4122 -4.9135
C 0.0762 -2.7582 -4.7093
C 0.1447 -3.6287 -5.7817
C -0.0472 -3.1603 -7.0698
C -0.2992 -1.8149 -7.2803
C -0.3794 -0.9395 -6.2112
H -1.2916 -1.0437 -2.0807
H -2.9297 -0.9454 -3.0154
H -4.8379 0.5712 -3.1292
H -4.5801 2.8334 -4.0900
H -2.4077 3.5107 -5.0403
H -0.4683 2.0094 -4.8959
H 0.2316 -3.1272 -3.7067
H 0.3405 -4.6770 -5.6130
H -0.0051 -3.8420 -7.9071
H -0.4422 -1.4461 -8.2855
H -0.5779 0.1059 -6.3900
O 3.1576 -1.4903 2.0304
C 2.1978 -0.7653 2.1749
O 1.6173 -0.0817 1.2312
C 1.5096 -0.6037 3.5019
C 0.1249 -0.6814 3.5262
C -0.5884 -0.6765 4.7185
C 0.1412 -0.5489 5.8755
O -0.3005 -0.5197 7.1688
C 0.8495 -0.3438 7.9709
O 1.9888 -0.2662 7.1385
C 1.5357 -0.4177 5.8546
C 2.2496 -0.4659 4.6807
H -0.4178 -0.7590 2.6004
H -1.6599 -0.7730 4.7238
H 0.9583 -1.1935 8.6654
H 0.7518 0.5843 8.5576
H 3.3243 -0.4025 4.6477
C -1.1429 2.4103 -1.0820
P 0.0500 1.5851 0.0338
C 1.4646 2.7334 0.0623
C 1.2577 4.0394 0.5012
C 2.3206 4.9194 0.5816
C 3.5923 4.5086 0.2162
C 3.8019 3.2134 -0.2258
C 2.7428 2.3240 -0.2987
C -0.7226 1.8482 1.6555
C 0.0505 2.2400 2.7468
C -0.5452 2.4741 3.9717
C -1.9110 2.3035 4.1246
C -2.6860 1.9283 3.0405
C -2.0989 1.7011 1.8097
H -1.3975 3.3920 -0.6871
H -2.0476 1.8134 -1.1632
H -0.6900 2.5179 -2.0637
H 0.2667 4.3546 0.7994
H 2.1645 5.9287 0.9317
H 4.4194 5.2004 0.2776
H 4.7928 2.8911 -0.5111
H 2.9149 1.3088 -0.6312
H 1.1163 2.3636 2.6334
H 0.0479 2.7919 4.8160
H -2.3776 2.4710 5.0841
H -3.7533 1.8052 3.1566
H -2.7171 1.4010 0.9785
```

**Energy relative to the best compared isomer or geometry (same formula, charge and spin)**: 1.289 eV
**Multiplicity**: 2
**Largest force on an atom**: 3.5 eV Å⁻¹
**E_HOMO (spin up / spin down)**: -8.233 / -8.229 eV
**E_tot**: -81553.9473 eV
**LUMO level (spin up / spin down)**: -2.19 / -1.83 eV
**HOMO-LUMO gap (spin up / spin down)**: 6.048 / 6.400 eV

A structure of composition C31H25BiN4OS4, computed with ωB97M-V/def2-TZVPD.

Geometry as XYZ:
```
66
C31H25BiN4OS4 | the Open Molecules 2025 dataset | ωB97M-V/def2-TZVPD
Bi 0.3087 -0.4170 -0.4915
S -1.3597 0.3194 -2.4413
C -1.3464 2.0733 -2.6403
C -1.9111 2.5605 -3.8277
C -1.9755 3.9132 -4.1010
C -1.4570 4.8370 -3.2013
C -0.8809 4.3790 -2.0324
C -0.8355 3.0161 -1.7352
S -0.0802 2.5486 -0.1994
C -1.4301 2.8916 0.9828
C -1.2714 2.0286 2.2047
C -0.7020 2.5481 3.3562
C -0.5952 1.7249 4.4690
C -1.0716 0.4332 4.3867
C -1.6323 -0.0065 3.1871
C -2.2606 -1.3792 3.1316
S -1.9164 -2.3925 1.6795
C -0.1653 -2.8645 1.9378
C 0.0122 -4.1947 2.6458
C 1.3143 -4.8722 2.2702
C 2.7151 -4.0450 0.2484
C 2.8156 -2.5665 0.4308
C 1.5371 -3.1983 -0.1443
S 1.2574 -2.5237 -1.8052
N -1.7205 0.7731 2.1157
H -2.3050 1.8443 -4.5370
H -2.4253 4.2487 -5.0268
H -1.4917 5.8970 -3.4139
H -0.4501 5.0786 -1.3265
H -2.3761 2.6907 0.4846
H -1.3742 3.9444 1.2548
H -0.3500 3.5708 3.3785
H -0.1487 2.0925 5.3841
H -1.0073 -0.2408 5.2305
H -3.3461 -1.2554 3.1041
H -2.0262 -1.9363 4.0387
H -0.5536 -4.5136 3.5099
H 1.4683 -5.7869 2.8302
H 3.2656 -4.7082 -0.4028
H 3.3396 -1.8469 -0.1765
O 4.3533 1.0366 0.9253
C 3.2594 0.8095 0.4020
N 2.1666 0.2871 0.9430
C 2.2916 -0.1606 2.3373
C 1.7792 -1.5892 2.3485
C 2.7830 -2.6281 1.9432
C 2.5748 -4.1830 1.7945
C 0.1781 -4.9037 1.3110
C 0.2272 -3.5579 0.5797
N 0.5130 -1.6769 2.3559
C 3.1033 1.1482 -1.0694
C 4.1461 1.7798 -1.7263
C 4.0202 2.0633 -3.0738
C 2.8576 1.6951 -3.7331
C 1.8603 1.0633 -3.0179
N 1.9794 0.8079 -1.7117
H 1.6530 0.4414 2.9878
H 3.3298 -0.0729 2.6598
H 3.7468 -2.4141 2.4039
H 3.4466 -4.6801 2.2149
H -0.3020 -5.7976 0.9436
H -0.5784 -3.4603 -0.1465
H 5.0266 2.0207 -1.1491
H 4.8210 2.5587 -3.6073
H 2.7160 1.8873 -4.7870
H 0.9348 0.7430 -3.4801
```

**Largest force on an atom**: 0.2 eV Å⁻¹
**E_HOMO**: -7.704 eV
**E_tot**: -89739.8610 eV
**LUMO level**: 0.13 eV
**HOMO-LUMO gap**: 7.830 eV

A cluster of 13 separate species, H26O13 in total, computed with ωB97M-V/def2-TZVPD.

Geometry as XYZ:
```
39
H26O13 | the Open Molecules 2025 dataset | ωB97M-V/def2-TZVPD
H 0.0685 0.5908 -0.4276
H -0.0727 -0.6472 0.3725
H 1.4951 -2.6701 3.6161
H 1.9172 -4.0134 3.2632
H -3.2128 3.0147 -0.8287
H -2.1359 1.9589 -1.4546
H -2.1036 3.6009 0.6297
H -2.3445 2.1467 0.9092
H -0.1804 0.8098 5.4972
H 0.2267 -0.3555 4.6135
H -0.1649 3.8173 -0.6638
H 0.5057 2.5958 0.1834
H 2.2085 -2.7200 -2.2246
H 2.0923 -4.2613 -1.9138
H -1.1310 -3.6964 1.4859
H -2.5930 -3.7531 0.9513
H -1.0564 0.7373 -2.5211
H 0.0290 1.1410 -3.3120
H 2.4390 1.8050 0.3415
H 2.1883 0.2687 0.1073
H 4.5073 -0.7294 -1.2080
H 3.4280 -0.8250 -2.4260
H -1.0543 3.6766 -3.0382
H 0.0602 4.3944 -3.7276
H -2.9974 -1.5362 1.4385
H -1.5018 -1.1444 1.3601
O -0.1347 0.2846 0.4740
O 1.1958 -3.5040 3.6747
O -2.8314 2.6148 -1.6596
O -1.7648 2.8640 1.1889
O 0.0099 -0.0958 5.5424
O -0.1343 2.8455 -0.4613
O 1.7035 -3.3981 -1.7408
O -1.7524 -4.2738 1.0422
O -0.5718 0.3632 -3.2255
O 2.5888 1.0650 -0.2858
O 4.1434 -1.2676 -1.9094
O -0.2504 3.4251 -3.5361
O -2.2787 -1.4488 0.7684
```

**Energy relative to the best compared isomer or geometry (same formula, charge and spin)**: 4.848 eV
**Largest force on an atom**: 5.0 eV Å⁻¹
**E_HOMO**: -10.611 eV
**E_tot**: -27037.0993 eV
**LUMO level**: -0.44 eV
**HOMO-LUMO gap**: 10.175 eV

A cluster of 4 separate species, C2H11NO3 in total, computed with ωB97M-V/def2-TZVPD.

Geometry as XYZ:
```
17
C2H11NO3 | the Open Molecules 2025 dataset | ωB97M-V/def2-TZVPD
C -0.0655 1.9323 0.4992
C -0.3881 1.4844 1.7106
N -0.9659 0.2866 2.0552
H -0.2337 1.4039 -0.4264
H 0.3457 2.9289 0.4453
H -0.1889 2.0895 2.5884
H -0.9362 -0.5377 1.4585
H -1.0966 0.0992 3.0307
O 1.9365 -0.3246 -1.2047
H 2.6950 0.2566 -1.2226
H 1.5188 -0.4735 -0.3439
O -0.6032 -0.5075 -2.3456
H -0.2064 -1.2319 -2.8627
H 0.2049 0.0084 -2.1758
O -0.3009 -1.9384 0.0578
H -0.2860 -2.8168 0.4434
H -0.2715 -1.9643 -0.9082
```

**Energy relative to the best compared isomer or geometry (same formula, charge and spin)**: 0.688 eV
**SMILES**: C=CN.O.O.O
**Largest force on an atom**: 1.2 eV Å⁻¹
**E_HOMO**: -7.800 eV
**E_tot**: -9884.5118 eV
**LUMO level**: 0.56 eV
**HOMO-LUMO gap**: 8.362 eV